Entry 1:
Formula: C24H29N6O7
Source: the OMol25 dataset
Level of theory: ωB97M-V/def2-TZVPD

molar mass	513.5	g/mol
E_tot	-1787.0291	hartree
Kohn-Sham gap	7.5	eV
net charge	+1
maximum force	2.75	eV/A

Cartesian coordinates (Å):
O1 -4.890503 -0.708912 2.955797
O2 -0.300200 1.487970 6.649202
O3 1.557397 1.048587 5.449853
O4 -4.692199 -0.080856 5.125331
O5 7.617733 -1.567100 3.115904
O6 -3.834485 1.995676 -3.472477
O7 -0.445516 4.280733 -5.093531
N1 -1.071819 0.896803 -1.678764
N2 -2.450279 -0.338989 -0.497107
N3 -1.297464 2.310865 -4.609247
N4 -2.176932 -0.750115 2.528897
N5 -4.531957 0.665270 -5.101714
N6 1.411327 -0.200940 3.056860
C1 -3.559387 1.294462 -4.437356
C2 -1.880687 0.281110 4.673784
C3 -1.634851 3.247454 -6.875147
C4 4.279653 -0.175225 2.658374
C5 -1.591730 0.700880 -0.450595
C6 0.343876 0.989478 5.572361
C7 -1.457485 -0.091726 -4.043010
C8 -0.848628 -0.729346 2.383191
C9 5.467353 -2.701373 2.681635
C10 -2.081897 1.083478 -4.826685
C11 -1.642250 -0.026819 -2.539642
C12 -1.087288 3.312790 -5.462327
C13 0.042827 -0.187882 3.324027
C14 3.488261 -1.312560 2.446669
C15 4.093652 -2.576856 2.460242
C16 6.262316 -1.561122 2.896733
C17 2.023854 -1.189498 2.157869
C18 -4.185360 -0.374963 3.900117
C19 -0.480264 0.362790 4.511156
C20 -2.499180 -0.802285 -1.801730
C21 -4.405405 -0.221068 -6.260930
C22 5.649064 -0.308135 2.886187
C23 8.305341 -2.824837 3.119994
C24 -2.712050 -0.282689 3.683523
H1 1.892050 -0.883111 1.114686
H2 8.177129 -3.344389 2.165224
H3 -5.652727 -0.210670 5.055673
H4 -0.454795 -1.143901 1.461326
H5 -4.036216 0.335724 -7.125001
H6 -0.408649 1.619381 -1.933247
H7 -1.383291 4.176041 -7.388160
H8 -2.345644 0.660669 5.581986
H9 -2.717837 3.143025 -6.847404
H10 -2.994372 -0.689380 0.297574
H11 -1.903823 -1.021111 -4.401571
H12 -1.386538 1.304479 0.430666
H13 -2.042037 0.830787 -5.885551
H14 1.996200 0.110872 3.848422
H15 -1.008880 2.530934 -3.674496
H16 -5.384281 -0.634713 -6.514574
H17 -3.138492 -1.593233 -2.179696
H18 -1.182274 2.414104 -7.408566
H19 0.398351 1.845396 7.220212
H20 -5.463995 0.864308 -4.765845
H21 -3.728922 -1.049481 -6.044576
H22 3.505743 -3.475331 2.296198
H23 -0.390142 -0.145096 -4.267118
H24 1.545538 -2.166490 2.291907
H25 9.375598 -2.657015 3.273273
H26 5.899912 -3.695521 2.685333
H27 7.942025 -3.465235 3.930098
H28 6.260971 0.573480 3.053804
H29 3.844560 0.820423 2.641977

Atoms 1-3, force components in eV/Å:
O 0.448 0.429 1.376
O 0.217 -0.429 -0.820
O -0.724 0.173 0.507


Entry 2:
Formula: C24H30BF2I2N2O3Se2Sn
Source: the OMol25 dataset
Level of theory: ωB97M-V/def2-TZVPD

molar mass	973.8	g/mol
E_tot	-7105.1140	hartree
Kohn-Sham gap	5.4	eV
net charge	-1
maximum force	1.08	eV/A
energy relative to the best compared isomer or geometry (same formula, charge and spin)	0.0	kcal per mole

Cartesian coordinates (Å):
I1 6.847904 -0.347378 5.290576
I2 3.211443 -4.636691 3.264481
Sn1 0.395564 -0.922289 -0.492471
Se1 1.253913 1.296379 -1.816050
Se2 -0.936365 -1.828309 -2.701570
F1 0.777525 -2.540863 4.074370
F2 0.185236 -3.657480 2.155336
O1 1.784163 -1.955893 2.008923
O2 -1.216014 0.962744 -4.013800
O3 2.394252 0.700288 -6.345111
N1 1.253405 0.675526 1.823733
N2 -0.702951 -1.454492 2.568012
C1 1.828946 -0.454115 -5.739148
C2 2.700442 0.794850 1.875492
C3 -0.690963 -0.176262 2.998417
C4 -3.582473 2.944429 0.376115
C5 0.996476 -0.195952 -4.455575
C6 -3.608806 1.714722 -0.540570
C7 -3.086148 -0.148466 3.124812
C8 1.954575 0.472347 -3.468724
C9 -3.594212 2.148032 -2.013551
C10 -1.411454 0.230820 -0.120592
C11 -0.153844 0.747499 -4.892665
C12 3.375424 -0.308083 2.662437
C13 -1.869216 0.485175 3.289656
C14 5.176212 -0.915662 4.139653
C15 4.780891 -2.237254 4.117125
C16 -2.409175 0.899252 -0.297319
C17 2.911915 -1.638677 2.669684
C18 -1.884215 -2.047017 2.342974
C19 0.529409 -1.593084 -4.006520
C20 4.500697 0.034611 3.401585
C21 3.667312 -2.589728 3.371580
C22 -4.858982 0.869005 -0.264480
C23 -3.085976 -1.431877 2.604311
C24 0.627051 0.526689 3.133209
B1 0.608415 -2.460053 2.686850
H1 -5.766578 1.458538 -0.417452
H2 -4.009695 -1.959843 2.420108
H3 1.383694 -2.133419 -3.590664
H4 -4.467708 3.564318 0.212192
H5 1.196220 -0.986217 -6.462844
H6 0.308020 1.715873 -5.156765
H7 -4.008190 0.354315 3.382586
H8 5.322101 -2.992825 4.667481
H9 -4.876096 0.008561 -0.933570
H10 0.481110 1.485196 3.649235
H11 -1.804289 1.501322 3.652723
H12 -1.844009 -3.057262 1.968447
H13 -2.745377 2.804577 -2.207184
H14 -2.692407 3.540956 0.175052
H15 -0.610310 0.320463 -5.794384
H16 0.865992 1.466259 1.320217
H17 0.175925 -2.141945 -4.882561
H18 2.716225 -0.244752 -3.155456
H19 3.049496 0.762192 0.838108
H20 -4.850493 0.500007 0.760370
H21 -3.486302 1.277213 -2.659898
H22 3.023024 1.754491 2.307284
H23 1.683568 1.303311 -6.579896
H24 -0.869923 1.242923 -3.149708
H25 -3.555987 2.639867 1.424262
H26 4.828287 1.065984 3.393478
H27 1.275179 -0.093347 3.754510
H28 2.680085 -1.094658 -5.497763
H29 -4.517597 2.676046 -2.269074
H30 2.445660 1.299115 -3.980017

Atoms 1-3, force components in eV/Å:
I -0.202 -0.076 -0.143
I 0.066 0.241 0.000
Sn 0.057 -0.316 -1.036


Entry 3:
Formula: C24H30Cl36F3InO7PS
Source: the OMol25 dataset
Level of theory: ωB97M-V/def2-TZVPD

molar mass	1941.7	g/mol
E_tot	-19255.0164	hartree
Kohn-Sham gap	7.3	eV
net charge	-1
maximum force	8.34	eV/A

Cartesian coordinates (Å):
In1 2.036862 -1.387598 0.152758
Cl1 3.516974 -6.937565 -8.810084
Cl2 2.179616 -1.547635 -7.161955
Cl3 10.259092 3.359313 2.259157
Cl4 -3.549291 2.083795 2.345223
Cl5 9.725675 0.499523 2.305924
Cl6 -8.732221 2.477035 8.149650
Cl7 2.023367 -4.261297 -8.199665
Cl8 13.871168 -1.916184 3.275015
Cl9 -3.409126 1.890186 -5.599933
Cl10 5.998302 4.891466 -1.463652
Cl11 14.826902 -1.561570 0.549941
Cl12 -6.024209 4.703862 -3.005392
Cl13 12.792173 0.220823 1.621452
Cl14 -10.544153 0.555107 9.369606
Cl15 -3.742329 -0.770892 -4.471687
Cl16 6.383124 -7.411820 -8.969400
Cl17 0.367685 -3.469564 -5.941998
Cl18 -3.847474 4.553428 3.854264
Cl19 7.512905 3.657501 0.692367
Cl20 -0.195467 -2.421753 -8.597230
Cl21 5.359721 -4.688694 -8.919964
Cl22 10.534145 1.868594 4.742565
Cl23 12.133024 -2.550553 1.029676
Cl24 -11.107305 1.602918 6.714376
Cl25 -1.706586 -0.292932 -6.494675
Cl26 -6.224139 1.932918 -3.869726
Cl27 -1.208897 3.689993 2.983866
Cl28 7.885445 6.477690 0.081595
Cl29 -6.943010 4.081638 -5.694974
Cl30 8.858320 4.448855 -1.762999
Cl31 4.953641 -6.352929 -11.271687
Cl32 -2.594245 2.236259 5.089280
Cl33 -1.383004 0.801316 -3.818274
Cl34 7.894181 2.342591 3.615134
Cl35 -8.888471 -0.236626 7.111941
Cl36 -8.637841 3.489714 -3.405369
S1 1.151312 0.942854 0.538968
P1 1.940940 -2.873264 2.229095
F1 1.971539 1.224609 3.242962
F2 1.271079 3.179427 2.069298
F3 3.411269 2.293717 1.500592
O1 1.275578 -4.278989 1.803011
O2 3.567139 -3.219129 2.816405
O3 4.455823 -0.306364 2.598053
O4 0.969301 -2.219469 3.530788
O5 6.578974 0.275784 1.601009
O6 -0.369286 0.886622 0.939813
O7 1.191926 1.663760 -0.848144
C1 -6.140126 0.732289 -0.195250
C2 -6.956760 1.858140 4.499458
C3 0.726455 -2.251028 -1.542555
C4 -1.655698 -2.110158 -0.142840
C5 7.563727 4.868865 -0.613186
C6 13.405811 -1.451895 1.619016
C7 4.170375 -1.384140 -0.732047
C8 5.332145 -1.658614 0.390133
C9 -9.818022 1.099624 7.836383
C10 2.018841 1.875885 1.911399
C11 -4.567198 0.747397 -0.743933
C12 5.053377 -6.347761 -9.492763
C13 -3.930374 -0.722600 -0.335764
C14 -6.500461 2.067567 0.725922
C15 -0.596074 -3.046029 -0.987271
C16 9.603294 2.017514 3.230683
C17 -2.799999 3.140876 3.568165
C18 1.093815 -2.925046 -7.475223
C19 5.468469 -0.508989 1.550561
C20 -6.957321 3.552046 -3.993861
C21 -6.951262 0.880012 3.182125
C22 -2.499190 -1.051473 -1.124578
C23 -7.619421 1.592525 1.855753
C24 -2.560241 0.406933 -5.096137
H1 -5.837310 0.583678 2.937530
H2 -2.810849 -1.601515 -2.136349
H3 -6.931435 0.698699 -1.066847
H4 -6.313724 -0.219791 0.496783
H5 -1.189365 -3.414384 -1.955508
H6 4.654608 0.601225 2.978759
H7 -1.199542 -1.588506 0.803843
H8 -8.345484 0.813303 1.370688
H9 0.409935 -1.326906 -2.190016
H10 -7.001450 2.995598 4.152072
H11 -4.001467 1.650833 -0.213291
H12 -3.695517 -0.713239 0.833138
H13 4.179950 -2.330651 -1.459388
H14 -6.970340 2.945703 0.106855
H15 -1.912527 -0.057989 -1.333799
H16 -8.263620 2.513553 2.255476
H17 -6.045748 1.678807 5.216646
H18 0.612365 -2.971626 4.119788
H19 -7.928729 1.673817 5.143431
H20 -4.756109 -1.524278 -0.620821
H21 4.304131 -0.409456 -1.365161
H22 1.393123 -3.037804 -2.123901
H23 -0.279149 -4.024038 -0.421411
H24 -7.612417 -0.086398 3.401123
H25 -5.574499 2.485903 1.306785
H26 5.257980 -2.739237 0.885357
H27 6.369323 -1.668108 -0.200525
H28 -4.583023 0.945987 -1.901941
H29 3.887810 -4.026913 2.308149
H30 -2.491230 -2.854678 0.271370

Atoms 1-3, force components in eV/Å:
In 0.686 -1.360 -1.839
Cl 0.465 -0.035 -0.217
Cl -0.282 -0.332 -0.082


Entry 4:
Formula: C24H30Cl4F6HgN6O4P
Source: the OMol25 dataset
Level of theory: ωB97M-V/def2-TZVPD

molar mass	953.9	g/mol
E_tot	-4496.0516	hartree
Kohn-Sham gap (spin up / spin down)	7.9 / 2.4	eV
net charge	+2
maximum force	3.46	eV/A
2S+1	2

Cartesian coordinates (Å):
Hg1 3.573954 -6.389326 25.485530
Cl1 6.302332 0.384446 26.869334
Cl2 0.503234 -0.737677 28.861713
Cl3 4.974552 1.643920 29.015109
Cl4 -0.344293 -3.028121 30.546645
P1 3.074163 -3.414415 26.324635
F1 2.969533 -4.014061 24.823498
F2 3.355959 -2.867807 27.825552
F3 1.541982 -2.767000 26.162617
F4 4.449249 -4.224705 26.289798
F5 2.463343 -4.832050 26.797888
F6 3.895723 -2.192792 25.581798
O1 7.370703 -1.275774 29.889296
O2 0.114371 0.440795 25.781347
O3 8.409606 -2.328146 28.293618
O4 -0.140997 0.205441 23.614185
N1 4.797448 -6.853017 27.375030
N2 5.577125 -5.833810 24.148802
N3 0.543923 0.211657 24.641844
N4 1.369979 -7.326956 26.158983
N5 7.419155 -2.165516 28.993066
N6 2.546429 -6.481523 23.375942
C1 6.635035 -6.659532 23.845870
C2 6.065316 -7.485357 27.319308
C3 6.180200 -3.011247 28.746182
C4 1.236347 -6.026721 23.145128
C5 7.939732 -4.951093 22.687235
C6 -0.887548 -6.982960 26.990990
C7 0.841060 -2.374359 29.343302
C8 -1.059797 -8.328151 27.357941
C9 4.692980 0.840117 27.490520
C10 6.469913 -7.253281 29.608798
C11 1.124916 -8.639244 26.396149
C12 6.925294 -7.672669 28.371909
C13 0.691518 -5.822994 21.900531
C14 1.378451 -6.356190 20.805342
C15 2.573176 -7.030287 21.004671
C16 6.902642 -4.043029 22.980776
C17 5.237590 -6.630281 29.751535
C18 1.912497 -0.196073 24.462280
C19 5.758528 -4.581920 23.688612
C20 7.771561 -6.246187 23.187673
C21 3.068219 -7.072419 22.300812
C22 0.277199 -6.536109 26.444997
C23 4.468858 -6.433432 28.618258
C24 0.015943 -9.160623 27.043932
H1 5.324439 -2.452221 29.124691
H2 8.826566 -4.607280 22.175639
H3 6.275369 -3.967552 29.260492
H4 -1.990528 -8.723535 27.737175
H5 4.279061 1.519942 26.745810
H6 2.295011 0.190385 23.517581
H7 1.887628 -9.375949 26.191418
H8 0.988700 -3.080543 28.526238
H9 5.964646 -3.084994 27.680254
H10 1.854143 -2.380447 29.745461
H11 7.839352 -8.245330 28.317395
H12 2.614019 0.110811 25.238028
H13 1.051135 -6.105434 19.807147
H14 6.995554 -3.012861 22.670096
H15 6.587048 -7.682754 24.188085
H16 1.854398 -1.284493 24.455065
H17 -0.239687 -5.286620 21.793061
H18 0.588142 -5.665785 23.929965
H19 3.498448 -5.986083 28.775070
H20 4.939875 -3.880061 23.748755
H21 -0.083087 -10.216314 27.249149
H22 8.595453 -6.920200 23.005180
H23 4.879055 -6.301597 30.715798
H24 6.332358 -7.878039 26.349311
H25 4.056916 -0.037409 27.606551
H26 7.091692 -7.452582 30.469078
H27 -1.692503 -6.298312 27.213937
H28 3.993766 -7.601782 22.472668
H29 3.156145 -7.473733 20.211012
H30 0.359167 -5.470977 26.286316

Atoms 1-3, force components in eV/Å:
Hg -0.005 -1.607 -1.132
Cl 0.016 -0.132 0.461
Cl -0.170 0.067 -0.337


maximum force of number 1 (C24H29N6O7)? 2.75 eV/A


What is the net charge in the fourth record? +2


Number 1 is which compound? C24H29N6O7


Which value of E_tot does entry 3 give? -19255.0164 hartree